[1]
{
  "formula": "C26H30B3Cl69IO4P",
  "method": "ωB97M-V/def2-TZVPD",
  "homo_energy_ev": -8.8,
  "e_lumo_ev": -0.088,
  "max_force_ha_per_bohr": 0.031,
  "e_tot_ha": -33776.678153,
  "de_lowest_kj_mol": 0.0,
  "symbols": ["C", "C", "C", "B", "O", "B", "O", "B", "P", "O", "I", "O", "H", "H", "H", "H", "H", "H", "H", "C", "Cl", "Cl", "Cl", "H", "C", "Cl", "Cl", "Cl", "H", "C", "Cl", "Cl", "Cl", "H", "C", "Cl", "Cl", "Cl", "H", "C", "Cl", "Cl", "Cl", "H", "C", "Cl", "Cl", "Cl", "H", "C", "Cl", "Cl", "Cl", "H", "C", "Cl", "Cl", "Cl", "H", "C", "Cl", "Cl", "Cl", "H", "C", "Cl", "Cl", "Cl", "H", "C", "Cl", "Cl", "Cl", "H", "C", "Cl", "Cl", "Cl", "H", "C", "Cl", "Cl", "Cl", "H", "C", "Cl", "Cl", "Cl", "H", "C", "Cl", "Cl", "Cl", "H", "C", "Cl", "Cl", "Cl", "H", "C", "Cl", "Cl", "Cl", "H", "C", "Cl", "Cl", "Cl", "H", "C", "Cl", "Cl", "Cl", "H", "C", "Cl", "Cl", "Cl", "H", "C", "Cl", "Cl", "Cl", "H", "C", "Cl", "Cl", "Cl", "H", "C", "Cl", "Cl", "Cl", "H"],
  "xyz": [[-5.45368, 1.45513, 0.86882], [-6.21117, 0.75866, 0.07958], [-5.97674, -0.67193, -0.19349], [-5.09891, -0.80858, -1.46555], [-5.40588, -1.58202, -2.54640], [-5.54139, -0.82958, -3.64659], [-4.92845, 0.40168, -3.66047], [-3.94352, 0.63038, -2.76828], [-2.54828, 1.95724, -3.21696], [-2.91788, 3.11515, -2.12937], [-0.56476, 0.83762, -2.28300], [-3.95199, -0.04254, -1.59919], [-5.69038, 2.45100, 1.17868], [-4.54941, 1.01491, 1.23225], [-7.02466, 1.21138, -0.45354], [-5.48499, -1.12015, 0.65693], [-6.91614, -1.18273, -0.33366], [-6.15395, -1.18347, -4.59333], [-3.08668, 2.77420, -1.23357], [3.58048, -0.25870, -1.36138], [2.02654, -0.75336, -0.69639], [4.58987, 0.49936, -0.13924], [4.44453, -1.62723, -2.08132], [3.39497, 0.46103, -2.14720], [2.75466, 4.32663, -0.02185], [1.90086, 2.94989, -0.71385], [2.41541, 4.47200, 1.70522], [4.48785, 4.20929, -0.30838], [2.39197, 5.22159, -0.50621], [-1.30056, 0.36389, -7.08881], [-1.97354, 1.88571, -7.63860], [0.46277, 0.39743, -7.14519], [-1.79808, -0.03054, -5.44118], [-1.65446, -0.41770, -7.74653], [3.31826, -0.89020, 3.54074], [1.93515, -0.32723, 4.47366], [4.60474, 0.31082, 3.50972], [3.91666, -2.42434, 4.19112], [2.99251, -1.06457, 2.52436], [-1.33470, 0.96403, -12.05983], [-0.70964, 2.46536, -12.74124], [-0.59887, 0.64947, -10.49415], [-3.09335, 1.01342, -11.94212], [-1.06536, 0.15814, -12.72712], [6.08803, -3.83244, 0.13113], [4.55167, -4.58970, 0.57659], [6.81648, -3.02393, 1.50917], [7.17952, -5.01260, -0.59061], [5.87197, -3.07173, -0.60697], [-2.56994, 5.29583, -14.91489], [-2.14557, 6.97624, -14.57842], [-4.11102, 4.87630, -14.17494], [-2.58320, 4.99137, -16.64597], [-1.81053, 4.66660, -14.47306], [5.14469, -0.99244, 7.00417], [3.89221, -1.02479, 8.24145], [6.28662, 0.31836, 7.29713], [5.96078, -2.54276, 6.88102], [4.66421, -0.81444, 6.04931], [-0.86456, -0.41232, 7.42699], [0.85109, -0.53319, 7.77910], [-1.63252, 0.81762, 8.43457], [-1.04656, -0.08828, 5.70649], [-1.34198, -1.35981, 7.63178], [3.64486, 0.02562, -11.31959], [2.83586, -0.07287, -12.88796], [4.34293, 1.62388, -11.07717], [2.53109, -0.37893, -10.02114], [4.44880, -0.69559, -11.31398], [3.10235, -2.96738, 11.88146], [2.22751, -3.77847, 13.17901], [4.53607, -3.87833, 11.41736], [2.05837, -2.69385, 10.48933], [3.42434, -2.00370, 12.24831], [1.42906, 5.42117, -18.26097], [0.98267, 3.71611, -18.17292], [1.28924, 6.02142, -19.91142], [0.45165, 6.38041, -17.15597], [2.46290, 5.50912, -17.96105], [-2.93154, -1.79282, 1.36567], [-4.04160, -1.52532, 2.71441], [-1.43607, -0.91359, 1.62117], [-2.63143, -3.50826, 1.11667], [-3.39691, -1.39860, 0.47437], [8.83821, -1.56769, 4.63216], [7.27873, -0.98933, 4.05044], [9.54059, -2.71076, 3.48824], [9.93170, -0.22286, 4.94279], [8.66889, -2.08635, 5.56590], [-3.54791, 3.98553, 8.58327], [-3.16126, 5.32224, 7.50157], [-3.03318, 4.33084, 10.23144], [-5.26762, 3.60415, 8.52476], [-3.00351, 3.11638, 8.24488], [-4.05201, 3.00429, 4.59857], [-4.78916, 2.06406, 5.89158], [-3.31364, 1.94462, 3.39689], [-5.22267, 4.07814, 3.84206], [-3.27040, 3.61553, 5.02699], [-2.32359, 2.18360, 14.04769], [-2.36157, 3.93825, 13.87331], [-3.81454, 1.59381, 14.77668], [-2.02833, 1.40193, 12.49802], [-1.50687, 1.93300, 14.70852], [-3.52514, 7.46647, 2.48350], [-4.45249, 8.21197, 3.78145], [-2.23389, 6.45303, 3.13569], [-4.56925, 6.53715, 1.41438], [-3.06652, 8.25350, 1.90328], [-9.67105, -1.08959, -4.11001], [-11.32430, -1.33903, -3.56669], [-8.66618, -0.49114, -2.78268], [-8.99667, -2.56549, -4.78883], [-9.68037, -0.33517, -4.88306], [4.85278, -6.72160, 3.72110], [3.72285, -6.83896, 5.06774], [6.10377, -5.53273, 4.04788], [5.57371, -8.29263, 3.36259], [4.30536, -6.40219, 2.84624], [-5.43256, -2.11785, 6.39150], [-4.62573, -3.29606, 7.42200], [-7.15526, -2.46393, 6.26681], [-5.16223, -0.47755, 6.98002], [-5.00579, -2.19440, 5.40286], [4.25048, -2.37697, -5.92532], [2.83251, -1.52624, -6.53588], [4.62093, -3.78473, -6.91839], [5.63820, -1.29540, -5.81892], [4.02332, -2.72248, -4.92683], [9.18752, -9.51419, 4.11173], [9.91996, -7.96669, 3.69889], [9.43704, -10.69119, 2.82301], [9.81453, -10.11792, 5.64425], [8.12432, -9.36386, 4.22258]],
  "mulliken_charge": [-0.46, -0.07, -0.20, 0.33, -0.30, 0.53, -0.34, 0.16, -0.48, -0.33, 0.32, -0.01, 0.34, -0.19, 0.29, 0.01, 0.41, -0.19, 0.32, -0.04, -0.11, -0.06, -0.13, 0.32, -0.10, 0.02, -0.11, -0.12, 0.31, -0.16, -0.12, -0.09, -0.10, 0.37, 0.04, 0.05, -0.15, 0.04, 0.09, -0.04, -0.11, -0.01, -0.14, 0.30, 0.45, -0.12, 0.04, -0.14, -0.20, 0.38, -0.12, -0.13, -0.10, -0.03, 1.06, -0.04, -0.12, -0.12, -0.83, -0.12, -0.04, -0.07, -0.03, 0.24, -0.02, -0.13, -0.13, -0.03, 0.32, 0.03, -0.13, -0.11, -0.07, 0.28, 0.02, -0.12, -0.12, -0.07, 0.30, 1.64, -0.10, -0.06, -0.17, -1.33, 0.02, 0.09, -0.12, -0.14, 0.18, 0.67, -0.12, -0.09, -0.11, -0.36, 0.00, -0.03, 0.01, -0.12, 0.16, 0.02, -0.12, -0.12, -0.07, 0.30, -0.04, -0.12, -0.09, -0.10, 0.36, -0.03, -0.12, -0.07, -0.12, 0.31, 0.23, -0.13, -0.04, -0.13, 0.06, 0.56, -0.14, -0.13, -0.06, -0.25, 0.15, -0.03, -0.14, -0.13, 0.14, 0.36, -0.11, -0.13, -0.13, 0.00]
}

[2]
{
  "formula": "C26H30BBr4F4N4O2PdSe2",
  "method": "ωB97M-V/def2-TZVPD",
  "multiplicity": 5,
  "total_charge": 1,
  "homo_energy_ev": [-10.8, -11.1],
  "e_lumo_ev": [-2.287, -6.294],
  "max_force_ha_per_bohr": 0.022,
  "e_tot_ha": -17029.368512,
  "de_lowest_kj_mol": 67.9,
  "symbols": ["Pd", "Br", "C", "C", "Br", "C", "Br", "C", "O", "C", "O", "C", "Br", "F", "B", "F", "F", "F", "C", "C", "C", "C", "N", "C", "Se", "N", "C", "C", "C", "C", "C", "C", "C", "C", "C", "C", "H", "H", "H", "H", "H", "H", "H", "H", "H", "H", "H", "H", "H", "H", "H", "H", "H", "H", "H", "H", "H", "H", "C", "N", "C", "C", "N", "C", "C", "Se", "H", "H", "H", "H", "H", "H", "H", "H"],
  "xyz": [[-2.30225, -1.27143, 0.44288], [2.32255, -1.98033, 5.83338], [1.56775, -1.91013, 4.10768], [2.39825, -1.95043, 2.97048], [4.26125, -2.05493, 3.16418], [1.83545, -1.87913, 1.70698], [2.89755, -1.97673, 0.15418], [0.46065, -1.70083, 1.50848], [-0.05105, -1.54703, 0.34258], [-0.40485, -1.66143, 2.68328], [-1.64765, -1.47003, 2.52878], [0.19635, -1.78973, 3.95908], [-0.96425, -1.69643, 5.44408], [-4.51575, -2.11883, 0.40788], [-4.74625, -1.08973, -0.53442], [-3.62375, -1.25703, -1.47202], [-4.48435, 0.10467, 0.11608], [-5.90755, -1.19193, -1.16792], [1.92255, 1.53907, -4.79972], [0.92205, 2.48157, -4.13912], [1.07195, 2.55297, -2.62022], [0.80105, 1.20637, -1.94072], [0.90655, 1.31957, -0.50882], [-0.10955, 1.36867, 0.37378], [-1.92605, 1.26667, -0.07152], [0.38555, 1.44427, 1.62648], [-0.37725, 1.56347, 2.85008], [-0.23345, 2.93807, 3.50288], [-0.80885, 4.08367, 2.67608], [-0.71045, 5.38797, 3.45908], [1.76155, 1.43587, 1.55168], [2.75065, 1.44817, 2.52648], [4.05895, 1.39977, 2.09048], [4.38415, 1.35437, 0.73278], [3.41095, 1.33807, -0.24392], [2.09125, 1.36637, 0.18578], [1.86315, 1.63627, -5.88082], [1.72305, 0.49997, -4.54482], [2.93985, 1.78387, -4.49892], [-0.09525, 2.17857, -4.39202], [1.07525, 3.48627, -4.53352], [0.37115, 3.29197, -2.22492], [2.08295, 2.88267, -2.36962], [1.52725, 0.45737, -2.26762], [-0.20655, 0.85447, -2.18322], [-0.01725, 0.80317, 3.54748], [-1.42955, 1.35647, 2.62338], [0.82215, 3.13577, 3.70728], [-0.75335, 2.89057, 4.46188], [-1.85555, 3.87887, 2.44048], [-0.26195, 4.18097, 1.73288], [-1.26855, 5.31697, 4.38978], [-1.11745, 6.21227, 2.88138], [0.32635, 5.61297, 3.70128], [2.51665, 1.50127, 3.57648], [4.85475, 1.40037, 2.81558], [5.42145, 1.32307, 0.44128], [3.66365, 1.30207, -1.29022], [-4.31925, -4.16763, -2.33932], [-2.94525, -3.97873, -2.71682], [-2.47475, -3.90223, -3.98862], [-1.11845, -3.80423, -3.92392], [-0.77115, -3.82493, -2.60882], [0.55985, -3.79563, -2.06962], [-1.89845, -3.90633, -1.87162], [-1.96115, -3.98383, -0.00412], [-4.93145, -4.24283, -3.23342], [-4.68685, -3.33163, -1.74862], [-4.42235, -5.07493, -1.74352], [-3.12145, -3.91813, -4.84162], [-0.39775, -3.73583, -4.71222], [1.28545, -3.73123, -2.87612], [0.75005, -4.70473, -1.49602], [0.67735, -2.93703, -1.40622]],
  "lowdin_spin": [1.37, 0.02, 0.08, 0.11, 0.03, 0.02, 0.00, 0.14, 0.32, 0.14, 0.31, 0.04, 0.01, 0.03, 0.00, 0.05, 0.02, 0.00, 0.00, 0.00, 0.00, 0.00, 0.03, 0.02, 0.43, 0.02, 0.00, 0.00, 0.00, 0.00, 0.01, 0.00, 0.01, 0.01, 0.01, 0.01, 0.00, 0.00, 0.00, 0.00, 0.00, 0.00, 0.00, 0.00, 0.00, 0.00, 0.00, 0.00, 0.00, 0.00, 0.00, 0.00, 0.00, 0.00, 0.00, 0.00, 0.00, 0.00, 0.00, 0.04, 0.04, 0.04, 0.03, 0.00, 0.02, 0.55, 0.00, 0.00, 0.00, 0.00, 0.00, 0.00, 0.00, 0.00]
}

Q: What is the formula in the first record?
A: C26H30B3Cl69IO4P